22
Properties=species:S:1:pos:R:3:forces:R:3 method="wB97M-V/def2-TZVPD" relative_energy_ev=4.302 smiles=OC[C@@H](O)CO[C@@H]1C[C@@H]1O orbital_gap_ev=10.3 e_homo_ev=-9.5 energy_ev=-14602.9097 e_lumo_ev=0.8
O 2.932 2.739 -5.113 0.02 -0.08 -0.15
C 2.098 3.848 -5.034 0.02 0.30 0.05
C 0.639 3.617 -5.300 -0.19 -0.06 -0.17
C 1.113 3.954 -3.907 -0.15 0.37 -0.06
O 1.147 2.956 -2.949 0.18 -0.11 0.24
C -0.111 2.693 -2.371 -0.29 0.00 -0.10
C 0.039 1.572 -1.375 -1.10 -2.63 0.32
C -1.249 1.126 -0.741 -0.82 0.36 3.50
O 0.181 0.318 -2.014 2.46 -3.13 -0.13
H 3.582 2.782 -4.406 -0.07 -0.02 0.07
H 2.540 4.785 -5.387 -0.15 -0.24 0.07
H 0.077 4.360 -5.867 0.17 -0.22 0.15
H 0.352 2.576 -5.461 0.15 0.28 0.06
H 0.894 4.955 -3.516 0.05 -0.24 -0.09
H -0.498 3.587 -1.850 0.09 -0.09 -0.08
H -0.836 2.413 -3.155 0.15 -0.02 0.22
H 0.830 1.769 -0.635 -0.15 0.09 -0.21
H -1.546 1.812 0.066 -0.23 -0.45 0.14
H -2.088 1.049 -1.448 0.61 -0.56 0.16
O -0.915 -0.294 0.052 -0.72 3.08 -1.42
H 0.092 -0.486 -1.261 0.16 3.35 -2.51
H -1.755 -0.749 0.149 -0.20 0.02 -0.06